Density functional theory data (wB97M-V/def2-TZVPD) for an isolated ion of composition C2H3Cl2N2O and charge +1 in a non-equilibrium geometry.

Last column: Löwdin charge in e.
Positions of all 10 atoms, in Å:
O (0.4615, -3.1591, 0.7687)  0.212
N (0.7198, -2.0433, 0.6897)  0.076
C (0.2821, -0.8901, -0.2246)  0.063
N (-0.4859, 0.0392, 0.2831)  0.012
C (-0.3608, 1.3537, -0.1732)  -0.997
Cl (1.2404, 2.1311, -0.3421)  0.651
Cl (-1.2437, 1.5020, -1.8197)  0.581
H (1.1004, -0.8336, -0.9278)  0.157
H (-0.9018, -0.0599, 1.1887)  0.185
H (-0.8120, 1.9601, 0.5573)  0.059

Summary:
structure (SMILES)	O=N/C=[NH+]/C(Cl)Cl
molar mass	141.97	g mol⁻¹
DFT total energy	-1182.7049	a.u.
Kohn-Sham gap (alpha / beta)	8.69 / 8.69	eV
net charge	+1

=====

Density functional theory data (wB97M-V/def2-TZVPD) for one molecule with the formula C2H3Cl2N2P in a non-equilibrium geometry.

Last column: Löwdin charge in e.
Positions of all 10 atoms, in Å:
C (-1.4498, -0.5793, -0.2997)  -0.805
C (1.2464, -0.1183, 0.4685)  -0.751
N (-1.5229, 0.6566, -0.3365)  -0.353
N (0.7356, 0.9740, 1.0267)  -0.367
P (-0.8636, 1.7242, 0.7712)  0.803
Cl (-1.2930, -1.5533, 1.1115)  0.636
Cl (2.9482, -0.0207, 0.2832)  0.623
H (-1.6066, -1.1455, -1.2996)  0.113
H (0.5217, -0.4368, -0.3065)  0.020
H (1.4357, 1.5284, 1.5679)  0.082

Summary:
molar mass	156.94	g mol⁻¹
DFT total energy	-1449.1638	a.u.
Kohn-Sham gap (alpha / beta)	6.87 / 7.39	eV

=====

Density functional theory data (wB97M-V/def2-TZVPD) for one molecule with the formula C2H3Cl2N3O2 in a non-equilibrium geometry.

Last column: Löwdin charge in e.
Positions of all 12 atoms, in Å:
C (0.0068, -0.1673, 0.3177)  -0.066
N (1.3443, -0.6753, -0.0731)  -0.111
N (1.5875, -1.7608, -0.7185)  -0.208
O (0.7092, -2.5438, -0.9981)  -0.046
C (2.5667, 0.5961, -0.1826)  -0.504
O (2.1554, 1.5894, -0.6750)  0.131
N (3.7576, 0.0741, 0.0024)  -0.917
Cl (4.0993, -1.5073, 0.5719)  0.709
Cl (5.0645, 1.0819, -0.0080)  0.743
H (-0.6402, -0.9925, 0.6943)  0.083
H (0.0532, 0.6377, 1.0962)  0.091
H (-0.5926, 0.2816, -0.5261)  0.096

Summary:
structure (SMILES)	CN(N=O)C(=O)N(Cl)Cl
molar mass	171.97	g mol⁻¹
DFT total energy	-1312.9399	a.u.
Kohn-Sham gap	8.26	eV

=====

Density functional theory data (wB97M-V/def2-TZVPD) for a 2-piece molecular cluster, C2H3Cl2NO2 overall in a non-equilibrium geometry.

Last column: Löwdin charge in e.
Positions of all 10 atoms, in Å:
C (-1.2839, -1.4353, -0.2867)  0.070
C (-1.4169, -0.1704, 0.1047)  -0.639
Cl (-2.8094, 0.6002, 0.7486)  0.730
N (-0.3045, 0.7360, -0.3068)  -0.443
O (0.5887, 0.1867, -0.8669)  0.041
O (-0.4031, 1.9046, -0.1247)  0.079
H (-1.9413, -2.2808, -0.1767)  0.083
H (-0.4233, -1.8290, -0.6705)  0.048
Cl (3.4211, 0.9489, 0.5485)  0.260
H (4.5727, 1.3391, 1.0305)  -0.228

Summary:
structure (SMILES)	C=C(Cl)[N+](=O)[O-].Cl
molar mass	143.96	g mol⁻¹
DFT total energy	-1203.4889	a.u.
Kohn-Sham gap	10.11	eV

=====

Density functional theory data (wB97M-V/def2-TZVPD) for a 2-piece molecular cluster, C2H3Cl2NO2 overall in a non-equilibrium geometry.

Last column: Löwdin charge in e.
Positions of all 10 atoms, in Å:
C (0.0665, -0.8212, 0.9123)  -0.143
C (0.8486, -0.0468, -0.1515)  -1.153
N (-1.1013, 0.9224, -0.9575)  -0.316
O (-2.0109, 0.8730, -0.1777)  0.041
O (-0.8850, 1.5419, -1.9445)  0.056
Cl (1.8246, 1.2526, 0.3600)  0.677
Cl (1.4304, -0.8093, -1.5761)  0.657
H (0.6069, -0.9565, 1.8178)  0.068
H (-0.7686, -0.1210, 0.9978)  0.058
H (-0.0111, -1.8350, 0.7193)  0.055

Summary:
molar mass	143.96	g mol⁻¹
DFT total energy	-1203.4489	a.u.
Kohn-Sham gap (alpha / beta)	7.66 / 8.61	eV

=====

Density functional theory data (wB97M-V/def2-TZVPD) for a 3-piece molecular cluster, C2H3Cl2NO2 overall in a non-equilibrium geometry.

Last column: Löwdin spin population.
Positions of all 10 atoms, in Å:
C (2.9225, 0.2233, 0.5816)  0.003
C (-0.7178, -0.1963, -0.8267)  0.593
N (-0.8226, 1.0549, -0.8592)  1.027
O (3.4156, -0.7754, 0.3501)  0.003
O (2.4612, 1.1854, 0.9943)  0.001
Cl (0.1332, -1.0220, 0.4221)  0.225
Cl (-3.1947, -0.3596, 1.0433)  0.035
H (-0.5906, 1.6808, 0.0392)  0.050
H (-2.8314, -0.9467, -0.0490)  0.012
H (-0.7755, -0.8445, -1.6958)  0.050

Summary:
multiplicity	3
molar mass	143.96	g mol⁻¹
DFT total energy	-1203.4730	a.u.
Kohn-Sham gap (alpha / beta)	7.02 / 7.51	eV

=====

Question: DFT total energy of number 5 (C2H3Cl2NO2)?
Answer: -1203.4489 a.u.

=====

Question: What is the formula in the fifth record?
Answer: C2H3Cl2NO2

=====

Please write out number 3 again, unchanged.
Density functional theory data (wB97M-V/def2-TZVPD) for one molecule with the formula C2H3Cl2N3O2 in a non-equilibrium geometry.

Last column: Löwdin charge in e.
Positions of all 12 atoms, in Å:
C (0.0068, -0.1673, 0.3177)  -0.066
N (1.3443, -0.6753, -0.0731)  -0.111
N (1.5875, -1.7608, -0.7185)  -0.208
O (0.7092, -2.5438, -0.9981)  -0.046
C (2.5667, 0.5961, -0.1826)  -0.504
O (2.1554, 1.5894, -0.6750)  0.131
N (3.7576, 0.0741, 0.0024)  -0.917
Cl (4.0993, -1.5073, 0.5719)  0.709
Cl (5.0645, 1.0819, -0.0080)  0.743
H (-0.6402, -0.9925, 0.6943)  0.083
H (0.0532, 0.6377, 1.0962)  0.091
H (-0.5926, 0.2816, -0.5261)  0.096

Summary:
structure (SMILES)	CN(N=O)C(=O)N(Cl)Cl
molar mass	171.97	g mol⁻¹
DFT total energy	-1312.9399	a.u.
Kohn-Sham gap	8.26	eV

=====

Question: Number 5 is which compound?
Answer: C2H3Cl2NO2